ORCA calculation (ωB97M-V/def2-TZVPD) on a cluster of 6 separate species, C8H32BNO6 in total.

XYZ file:
```
48
Properties=species:S:1:pos:R:3:forces:R:3:mulliken_spin:R:1
N -12.48077 6.81953 28.47179 1.22 0.22 1.07 1.046
H -13.06104 7.64546 28.43691 -0.30 0.21 -0.38 0.013
H -12.27921 6.62064 29.44128 0.00 -0.05 0.82 -0.138
H -11.54427 6.99311 28.13572 0.26 0.26 -0.65 0.043
H -12.94723 6.00256 28.10427 -0.50 -0.57 -0.71 0.080
B -14.33244 4.97320 27.43500 -0.62 -0.40 -0.25 -0.010
H -15.18739 4.34721 27.23139 -3.25 -2.57 -0.78 0.000
H -13.82680 4.62184 28.32107 1.73 -1.28 3.72 0.000
H -13.60979 4.86614 26.64092 2.83 -0.22 -3.38 0.002
H -14.68328 5.99104 27.50675 -1.32 4.06 0.41 0.001
C -10.46694 4.41458 27.80852 0.82 -0.96 0.02 0.101
C -9.19232 5.14378 28.27656 -1.19 0.23 0.35 0.180
O -9.66786 6.30041 28.95320 0.14 0.38 -0.49 -0.614
H -11.17046 4.80898 27.07531 0.61 0.83 -0.21 -0.002
H -11.12026 4.19868 28.65390 0.30 -0.20 0.24 0.018
H -10.11816 3.48546 27.35776 -0.23 -0.40 0.09 -0.003
H -8.44912 5.36017 27.50914 -0.31 0.30 -0.53 -0.159
H -8.62117 4.57566 29.01082 -0.29 -0.67 0.04 -0.045
H -8.97230 6.61976 29.53269 0.10 0.45 0.35 0.405
C -10.07323 6.41799 24.66908 0.23 0.79 -0.19 0.021
C -9.32563 7.34727 23.68977 -2.28 -0.54 -0.60 0.071
O -7.95974 7.10321 23.70672 0.96 0.10 0.23 -0.031
H -9.85226 5.37972 24.42159 0.26 0.02 0.28 -0.024
H -11.15828 6.50981 24.62075 -0.03 0.27 -0.37 0.004
H -9.83946 6.68193 25.70048 0.34 -0.32 0.03 0.003
H -9.61101 8.39755 23.74956 0.31 0.34 1.02 -0.006
H -9.71110 7.15784 22.68796 -0.12 -0.61 -0.41 0.017
H -7.59647 7.61671 22.98149 0.31 -0.04 0.06 -0.003
C -13.36143 10.05452 27.34152 1.92 1.59 -0.23 -0.019
C -11.94946 10.18257 27.91049 0.87 0.12 -0.36 0.589
O -11.05768 9.17932 27.40986 -1.16 -0.37 -0.31 -0.365
O -14.10503 9.06202 27.92805 -1.00 -1.01 0.36 -0.060
H -13.31929 9.89289 26.26440 0.29 0.10 -0.20 0.016
H -13.85726 11.00756 27.52581 0.04 0.43 -0.07 -0.073
H -11.92787 10.22471 28.99947 -0.36 -0.37 0.22 0.015
H -11.50978 11.13562 27.61643 -0.41 0.41 -0.22 0.016
H -10.16177 9.32558 27.72222 0.27 0.13 0.41 0.180
H -14.81568 8.97166 27.28898 -0.49 -0.86 0.43 0.013
C -12.82692 7.06749 32.06035 -1.61 -0.02 0.21 0.431
C -14.02753 6.32517 31.43625 1.26 -0.92 0.22 0.209
O -13.47119 5.06682 30.99900 -0.23 0.40 0.51 0.013
O -11.88526 7.36711 31.10793 0.43 0.16 -1.43 -1.153
H -12.32483 6.45898 32.81250 -0.59 -0.23 0.42 -0.158
H -13.19397 8.00735 32.47271 -0.23 0.04 0.53 -0.343
H -14.51957 6.81574 30.59642 0.32 0.43 -0.14 0.020
H -14.80124 6.19055 32.19212 0.01 -0.14 0.30 -0.038
H -14.16510 4.47547 30.69834 -0.12 0.12 -0.35 0.013
H -11.19136 7.87025 31.54033 0.81 0.34 -0.09 0.725
```
Forces are in eV/Å.

For the HOMO-LUMO gap (spin up / spin down), the calculation gives 2.42 / 8.88 eV. Its net charge is -1. Its total energy is -23261.044 eV. As for the spin multiplicity: 2.